(1)
8 unconnected molecules or ions with the total composition C10H32N4O14S, computed with ωB97M-V/def2-TZVPD.

The calculation puts the LUMO energy at -0.06 eV. As for the total charge: 0. The HOMO energy is -10.36 eV. Its SMILES is CCOS(C)(=O)=O.C[N+](=O)[O-].C[N+](=O)[O-].C[N+](=O)[O-].C[N+](=O)[O-].CO.CO.CO. For the energy above the lowest of the compared OMol25 structures with the same formula, charge and spin, the calculation gives 0.773 eV.

Geometry (Å):
C 4.762 3.583 -3.311
H -1.044 -1.809 1.518
H -0.499 0.193 10.209
O 1.826 0.266 9.412
N 0.849 0.560 8.684
H -0.419 -7.062 -2.921
H -6.120 -4.679 1.188
C -3.707 3.414 -1.759
O -4.988 -4.615 -0.395
N 1.031 -1.298 1.299
H 3.820 3.887 -3.767
H -1.508 -6.791 -4.175
C -4.835 2.924 -2.729
H -2.979 0.397 -6.321
H -7.083 -4.633 -0.261
H -2.353 5.024 4.789
H -4.867 -4.152 -1.227
H 0.057 -2.579 2.665
O -1.894 1.769 -4.149
C -0.790 -7.535 -3.830
H -3.564 2.030 -6.454
H -1.367 -8.365 -3.422
O 5.867 2.980 -5.217
H 0.760 -7.100 -4.946
O 6.811 4.511 -4.038
O -3.803 0.229 -3.416
H -0.639 1.811 9.457
H -5.423 2.057 -2.429
H 7.745 -2.207 0.163
C -3.753 1.076 -5.962
H -6.311 -3.103 0.249
H -4.817 0.856 -6.049
H -4.155 3.731 -0.818
H 9.199 -3.067 0.628
N 9.538 -1.132 -0.151
O 2.097 -1.636 0.873
H -5.472 3.809 -2.721
C -6.211 -4.188 0.219
C -0.049 -2.240 1.635
H 4.771 2.528 -3.038
C -1.416 5.503 5.072
H -1.232 5.131 6.080
O -0.339 5.125 4.218
N 5.874 3.739 -4.262
H -0.049 -3.112 0.981
O -4.313 2.643 -4.021
C 8.719 -2.088 0.639
O 10.726 -1.458 -0.474
H -1.486 6.586 5.174
H -1.233 0.444 8.535
H 5.016 4.011 -2.341
H 8.646 -1.735 1.667
S -3.298 1.325 -4.218
H -0.425 4.191 4.010
O 0.823 -0.112 1.589
O 9.016 -0.084 -0.395
H -2.997 2.636 -1.478
C -0.488 0.748 9.271
O 0.213 -7.865 -4.754
H -3.130 4.192 -2.259
O 0.889 0.734 7.486

---

(2)
C7H12 in the gas phase, computed with ωB97M-V/def2-TZVPD.

The calculation puts the LUMO energy (spin up / spin down) at 0.54 / 0.93 eV. As for the total charge: 0. The HOMO energy (spin up / spin down) is -7.54 / -7.49 eV. For the energy above the lowest of the compared OMol25 structures with the same formula, charge and spin, the calculation gives 4.208 eV.

Geometry (Å):
H -0.940 -1.780 1.627
H -2.511 0.302 1.897
H -2.400 1.589 0.610
H -0.034 2.129 1.332
H -0.714 -0.002 -1.608
C -1.875 0.849 1.206
C -0.469 1.174 1.631
C -0.413 -1.268 0.808
H 1.043 -1.818 -1.873
H -0.137 0.821 2.603
C 1.244 -0.023 -0.743
H -0.240 1.572 -0.945
C -0.144 0.487 -0.809
H 0.047 -1.878 0.050
H 1.978 0.603 -0.234
H 1.812 -0.545 -2.800
C 1.743 -0.974 -1.783
C -0.723 0.123 0.565
H 2.735 -1.363 -1.532

---

(3)
C6H14FNO in the gas phase, computed with ωB97M-V/def2-TZVPD.

The calculation puts the LUMO energy at 0.90 eV. As for the total charge: 0. The HOMO energy is -9.34 eV. Its SMILES is CO[C@@H](CN)C[C@@H](C)F.

Geometry (Å):
H 0.152 -2.289 1.457
H 1.817 -1.366 -0.768
F -3.130 0.244 1.036
N 1.051 -1.981 1.088
C -0.759 0.371 0.960
H 3.363 0.481 -0.230
H -2.354 -1.010 -1.158
C 2.606 1.304 -0.164
H -3.288 0.452 -1.542
C -2.088 0.746 0.228
C -2.290 0.100 -1.173
H -0.556 1.196 1.686
C 0.500 0.277 0.040
H 3.152 2.161 0.306
H 0.315 0.691 -0.983
H -0.959 -0.529 1.575
H 2.272 1.660 -1.166
C 0.882 -1.243 -0.184
H 1.512 -2.858 0.841
O 1.543 0.980 0.720
H 0.015 -1.691 -0.741
H -1.562 0.459 -1.939
H -2.193 1.846 0.112

---

(4)
A molecular structure, C20H17BrN3SW, computed with ωB97M-V/def2-TZVPD.

As for the multiplicity: 3. The calculation puts the LUMO energy (spin up / spin down) at -11.23 / -10.90 eV. As for the total charge: +3. The HOMO energy (spin up / spin down) is -17.85 / -17.95 eV. For the energy above the lowest of the compared OMol25 structures with the same formula, charge and spin, the calculation gives 0.000 eV.

Geometry (Å):
H 0.642 1.110 3.339
W 0.184 0.969 0.091
C 3.089 -2.003 0.890
C -0.341 3.600 1.491
H -4.012 1.379 -4.211
C 0.156 3.169 3.802
S -0.347 4.520 2.883
N -0.711 -0.585 1.211
C 0.759 -2.119 -0.055
N 0.011 2.321 1.678
H 5.083 -1.753 1.630
H -2.662 -2.026 0.081
H -4.707 1.941 -1.882
C -3.692 1.636 -2.099
H -0.113 -4.742 -2.027
C -1.985 0.935 -3.656
H -3.032 1.798 -0.054
C 4.222 0.140 1.106
C -3.301 1.322 -3.396
H 0.325 3.243 4.866
C 0.884 -3.230 -0.887
H 1.873 -3.573 -1.163
C -0.236 -3.881 -1.384
H -1.699 -0.495 1.456
Br 0.689 0.419 -2.606
C 0.300 2.081 3.016
C -2.769 1.559 -1.078
H 5.105 0.705 1.373
H -0.219 -0.776 2.088
C -1.670 -2.344 -0.221
H -2.384 -3.952 -1.440
H 3.111 -3.079 1.006
H -1.642 0.688 -4.652
C -0.540 -1.706 0.274
C 4.207 -1.247 1.246
C 1.960 -1.373 0.398
C -1.514 -3.434 -1.060
C 1.958 0.042 0.279
N -1.492 1.187 -1.317
C 3.115 0.788 0.592
C -1.148 0.892 -2.575
H -0.593 4.011 0.523
H 3.137 1.865 0.442

---

(5)
A molecular structure, C38H53AuN4PSTe, computed with ωB97M-V/def2-TZVPD.

As for the multiplicity: 3. The calculation puts the LUMO energy (spin up / spin down) at -2.54 / -4.21 eV. As for the total charge: +1. The HOMO energy (spin up / spin down) is -9.76 / -10.14 eV. For the energy above the lowest of the compared OMol25 structures with the same formula, charge and spin, the calculation gives 0.000 eV.

Geometry (Å):
H 0.483 -5.946 -0.751
C -0.257 5.603 1.226
C 0.204 0.973 5.064
N -0.297 -2.079 0.981
C -0.463 5.151 2.654
H 3.431 0.629 -2.004
C -0.220 4.287 -2.384
C -1.967 1.265 -2.879
H 4.853 -3.685 2.074
C -2.424 -0.062 -2.272
H -0.877 1.339 -2.917
H -4.270 -0.079 -3.425
H 0.443 4.668 3.035
C -3.948 -0.189 -2.387
C -0.275 -5.596 -0.049
P 2.386 0.150 0.094
H 0.195 7.603 1.836
H 3.625 1.204 2.635
C 2.941 4.182 0.274
H -1.015 -3.330 3.081
C -0.034 -3.506 -1.378
H -2.347 2.102 -2.287
H -1.663 -1.140 8.485
H -2.567 -0.328 7.251
C -0.739 -4.068 2.330
H 1.658 8.932 -1.083
H -0.539 -2.543 -1.384
H -1.559 -4.779 2.217
C 0.257 6.516 -1.357
H -2.354 1.381 -3.894
C 0.359 7.405 -0.291
H 0.772 2.188 3.379
H -1.236 4.315 -2.787
H -1.283 4.435 2.743
H -0.516 -4.137 -2.126
Te -1.044 2.759 0.422
H 0.138 -4.607 2.698
C 2.469 -1.852 3.639
C 0.107 6.926 0.990
C 2.190 -0.955 2.621
C -1.635 -6.174 -0.423
N -0.245 -4.130 -0.071
H -1.936 -5.859 -1.426
H 4.084 3.498 3.388
H -2.407 -5.845 0.279
H 2.237 2.723 -1.130
H -2.606 -0.075 2.714
H 4.601 -0.037 -0.851
H 3.441 -1.107 -1.685
C 3.845 -1.992 1.224
C 3.441 4.404 1.552
H 3.638 -3.560 4.224
C 2.872 1.803 0.708
H -0.682 5.998 3.303
H 0.028 -5.954 0.931
H -0.001 3.246 -2.138
H 0.828 9.392 0.409
H -4.435 0.593 -1.794
C 0.721 8.848 -0.529
H 1.551 -2.889 -2.710
C 1.440 -3.321 -1.712
Au 0.028 -0.053 -0.342
H 3.652 5.415 1.885
H -1.976 -0.874 -2.854
H -2.290 -1.264 -0.480
S 0.902 -1.091 7.433
C -0.368 4.737 0.128
H 1.953 -1.778 4.591
H 4.411 -2.046 0.302
C 3.589 -0.127 -1.236
H 1.975 -4.273 -1.692
N -0.923 1.090 2.956
C 2.882 -1.007 1.407
C -2.026 -0.254 -0.805
H -2.565 0.452 -0.154
C 3.678 3.331 2.396
C -0.097 5.187 -1.174
H 1.430 -0.192 2.762
C -1.816 0.210 3.408
H -2.500 -1.059 4.999
H 1.900 -2.658 -0.978
C 3.405 2.031 1.975
C 2.644 2.891 -0.136
C 3.422 -2.849 3.436
H 0.454 6.873 -2.366
H -0.051 9.345 -1.121
H 2.770 5.017 -0.394
C 4.105 -2.917 2.232
C -0.718 0.040 5.527
H -0.537 -1.653 1.866
C 0.057 1.474 3.784
N -1.706 -0.746 7.560
H -1.601 -7.267 -0.409
C -0.415 -3.366 1.032
H 0.456 4.606 -3.178
C -0.564 -0.585 6.881
H 1.023 1.280 5.702
H -4.297 -1.159 -2.023
C -1.760 -0.331 4.683

---

(6)
A molecular structure, C5H9N3O, computed with ωB97M-V/def2-TZVPD.

The calculation puts the LUMO energy (spin up / spin down) at -1.06 / -1.06 eV. As for the total charge: 0. The HOMO energy (spin up / spin down) is -7.57 / -7.57 eV. For the energy above the lowest of the compared OMol25 structures with the same formula, charge and spin, the calculation gives 8.117 eV.

Geometry (Å):
H -1.272 -1.087 1.781
C -1.041 1.245 -0.688
N -0.892 -1.309 -0.804
N 0.777 0.125 0.519
H -2.014 1.701 -0.588
C 0.057 -1.732 -1.418
H 3.510 0.162 0.412
C -0.740 0.104 0.073
O 1.057 1.377 1.117
N 3.012 -0.310 -0.342
H 0.439 1.963 0.599
C -1.570 -0.149 1.313
H -0.516 1.419 -1.619
H -1.435 0.661 2.027
C 1.774 -0.312 -0.242
H -2.621 -0.217 1.033
H 0.275 -2.586 -2.040
H 1.200 -1.054 -1.132

---

(7)
2 unconnected molecules or ions with the total composition C3H8O, computed with ωB97M-V/def2-TZVPD.

The calculation puts the LUMO energy at 0.90 eV. As for the total charge: 0. The HOMO energy is -9.24 eV. Its SMILES is C=C.CO. For the energy above the lowest of the compared OMol25 structures with the same formula, charge and spin, the calculation gives 2.396 eV.

Geometry (Å):
H -1.348 2.278 0.210
H -2.053 -0.245 0.065
C 1.042 -1.020 -0.376
H -2.515 0.957 1.324
C 2.105 -0.463 -1.067
O -0.775 1.437 0.390
H 1.284 -1.810 0.334
H -1.182 -0.272 1.697
C -1.659 0.392 0.848
H 0.041 -0.686 -0.625
H 2.950 -1.101 -1.192
H 2.108 0.531 -1.607

---

(8)
A gas-phase ion, C4H9NOS (charge -2), computed with ωB97M-V/def2-TZVPD.

The calculation puts the LUMO energy at 6.25 eV. As for the total charge: -2. The HOMO energy is 0.93 eV. Its SMILES is CN[C@@H](C[O-])C[S-]. For the energy above the lowest of the compared OMol25 structures with the same formula, charge and spin, the calculation gives 1.404 eV.

Geometry (Å):
H -1.375 -0.750 -0.539
H 0.823 -1.802 -0.529
C -1.248 -0.022 0.257
N 1.271 0.086 0.385
H 2.696 -1.485 -0.246
H 1.119 -0.315 1.275
C 0.060 0.794 0.045
H -0.764 1.960 -1.530
H 1.727 -0.592 -1.487
C 1.654 -0.982 -0.506
O 0.473 0.651 -2.386
H -2.038 0.720 0.171
H -0.052 1.575 0.758
S -1.207 -0.949 1.818
H 0.852 2.424 -1.270
C 0.142 1.483 -1.346

---

(9)
2 unconnected molecules or ions with the total composition C2ClF2NO2, computed with ωB97M-V/def2-TZVPD.

The calculation puts the LUMO energy at 0.47 eV. As for the total charge: 0. The HOMO energy is -10.69 eV. Its SMILES is FC(F)=NCl.O=C=O. For the energy above the lowest of the compared OMol25 structures with the same formula, charge and spin, the calculation gives 0.000 eV.

Geometry (Å):
C 1.183 -1.029 0.218
Cl 1.558 1.483 -0.029
F 1.439 -2.195 0.769
F 0.593 -1.204 -0.918
O -2.417 1.818 -0.990
O -1.826 0.101 0.382
C -2.124 0.987 -0.251
N 1.595 0.039 0.819

---

(10)
A molecular structure, C40H30N9O4PTi, computed with ωB97M-V/def2-TZVPD.

As for the multiplicity: 3. The calculation puts the LUMO energy (spin up / spin down) at -0.52 / -0.48 eV. As for the total charge: 0. The HOMO energy (spin up / spin down) is -4.94 / -7.88 eV.

Geometry (Å):
H 2.686 4.756 2.309
Ti -0.543 0.992 -0.821
C -1.821 -5.331 1.074
H 5.508 -3.306 -2.315
C 2.075 4.046 1.768
C -5.838 3.953 0.477
N 0.264 -0.494 -0.150
H -6.473 4.786 0.208
C 1.480 2.891 -0.268
H 2.795 -0.559 5.844
C 3.446 4.290 -1.736
N 4.451 5.033 -2.384
H 5.569 -3.436 0.148
H 3.591 -2.752 1.474
C 1.730 -1.963 4.627
O 4.664 4.860 -3.599
H 1.565 -2.661 5.438
C 1.473 -1.367 2.312
N -2.973 -1.905 -3.100
H 1.310 -4.581 0.023
C -1.404 -2.968 1.263
C -4.645 3.752 -0.208
H 0.893 3.475 3.451
H 0.378 0.524 -3.834
N -1.517 -0.108 -2.306
C -6.225 3.099 1.504
P 0.927 -1.671 0.600
C -3.811 -2.689 -2.486
N -4.444 -3.621 -3.221
C -4.269 1.794 1.162
C 2.686 3.003 -3.795
C 4.679 -3.078 -0.354
C -0.550 -5.519 0.552
C 2.631 3.320 -2.427
H 3.366 3.536 -4.436
C 0.299 2.437 1.667
C 2.435 -2.228 -0.255
C 1.875 1.999 -4.300
O 5.105 5.847 -1.713
O -1.801 2.527 -1.233
N -2.251 1.003 0.322
H 0.707 -3.176 3.179
C -5.439 2.004 1.857
C -3.242 0.702 1.234
H -5.149 -4.214 -2.827
C -2.588 2.131 -0.336
H 3.914 5.245 0.110
H -2.480 -6.181 1.205
H -0.484 1.862 2.142
H -7.151 3.286 2.031
H 3.201 1.021 3.985
C 4.644 -3.002 -1.739
C 3.573 -2.695 0.392
C 1.085 3.339 2.395
H 1.524 -1.720 -2.116
C 2.310 3.846 0.380
C 1.004 1.327 -3.470
H -4.328 4.414 -1.003
C 3.273 4.517 -0.363
H -5.735 1.337 2.657
C -3.866 2.669 0.150
C 2.178 -0.187 2.540
C 3.513 -2.522 -2.386
C 1.250 -2.256 3.358
C 0.306 -4.436 0.402
H 1.922 1.746 -5.350
C 2.650 0.106 3.809
O -3.286 -0.305 1.909
C 1.673 2.604 -1.662
H -4.680 -3.289 -0.728
C 2.411 -2.127 -1.645
C -2.233 -0.972 -2.605
C 2.427 -0.784 4.852
C -0.119 -3.161 0.757
N 0.496 2.221 0.367
H -4.257 -3.662 -4.206
C -2.244 -4.058 1.435
H -1.716 -1.967 1.549
H 3.495 -2.456 -3.467
H -3.578 -1.973 -0.590
H -0.217 -6.512 0.279
H -3.224 -3.920 1.879
H 2.351 0.488 1.710
N 0.883 1.631 -2.175
N -4.091 -2.611 -1.177

---

(11)
2 unconnected molecules or ions with the total composition C5H13N3O2, computed with ωB97M-V/def2-TZVPD.

The calculation puts the LUMO energy at 0.30 eV. As for the total charge: 0. The HOMO energy is -8.62 eV. For the energy above the lowest of the compared OMol25 structures with the same formula, charge and spin, the calculation gives 2.542 eV.

Geometry (Å):
H -0.428 0.782 2.546
O -2.002 0.367 -2.825
H 1.659 -2.134 2.342
H -1.892 -1.178 1.661
N 0.859 2.251 -1.814
N 0.678 -0.088 -1.612
H 0.389 3.029 -2.351
H 0.034 -0.851 -1.839
H 1.513 -0.243 -1.225
H 0.452 -2.946 1.423
O -1.351 2.540 -3.119
C 0.492 0.463 1.982
N 0.180 -0.828 1.364
H 1.355 0.187 2.574
C 0.509 -2.021 2.111
H -1.400 -0.062 0.248
H -0.083 -2.341 2.945
C -1.112 -0.920 0.844
H 1.892 2.231 -1.848
H 0.788 1.094 1.158
C -1.340 1.375 -2.732
C 0.200 1.140 -2.072
H -1.393 -1.847 0.241

---

(12)
C4H7N3O2 in the gas phase, computed with ωB97M-V/def2-TZVPD.

The calculation puts the LUMO energy at 0.77 eV. As for the total charge: 0. The HOMO energy is -7.41 eV. Its SMILES is CNc1c[nH]/c(=N/O)o1. For the energy above the lowest of the compared OMol25 structures with the same formula, charge and spin, the calculation gives 5.851 eV.

Geometry (Å):
H -0.761 2.664 0.062
C -2.148 -1.399 0.252
O 0.383 -0.368 0.052
C -0.156 1.832 0.107
H -2.570 -1.262 1.338
H -2.817 -1.886 -0.526
H 3.903 -1.642 -0.382
N 2.749 -0.063 -0.127
O 2.803 -1.619 0.058
H -1.089 -1.942 0.234
C 1.592 0.379 -0.088
H 2.013 2.386 -0.140
N -1.879 -0.022 -0.405
N 1.290 1.821 0.241
H -2.651 0.574 -0.655
C -0.661 0.549 -0.020